(1)
{"formula": "C30H18N7PdS", "method": "the ωB97M-V functional and the def2-TZVPD basis", "species": ["Pd", "C", "C", "N", "C", "C", "C", "C", "C", "C", "C", "N", "C", "C", "C", "C", "C", "C", "C", "C", "N", "C", "H", "H", "H", "H", "H", "H", "H", "H", "H", "H", "H", "H", "S", "N", "C", "C", "C", "C", "C", "N", "C", "C", "N", "C", "C", "C", "C", "C", "N", "H", "H", "H", "H", "H", "H"], "xyz": [[-0.000363, 0.157709, 0.309342], [4.321255, -0.212994, 0.169119], [2.965700, -0.532747, 0.272131], [2.001536, 0.368366, 0.128393], [2.320829, 1.665563, -0.102995], [3.662336, 2.068730, -0.195036], [4.673715, 1.091819, -0.059005], [3.946247, 3.428863, -0.450301], [2.926642, 4.352373, -0.597174], [1.601911, 3.958690, -0.509187], [1.249561, 2.614483, -0.266990], [0.000061, 2.068125, -0.180188], [-1.249305, 2.613605, -0.273980], [-1.600624, 3.954726, -0.533679], [-2.925063, 4.348817, -0.622182], [-3.945227, 3.428502, -0.459876], [-3.662255, 2.070511, -0.191981], [-4.674598, 1.096399, -0.043872], [-4.323077, -0.207287, 0.192481], [-2.967402, -0.528479, 0.290795], [-2.002480, 0.370000, 0.136504], [-2.320916, 1.666321, -0.101839], [5.062050, -0.991848, 0.277821], [2.647237, -1.545818, 0.481388], [5.713515, 1.383175, -0.137523], [4.979364, 3.742695, -0.538808], [3.159995, 5.389725, -0.789959], [0.860385, 4.725254, -0.632191], [-0.858421, 4.717341, -0.675566], [-3.157767, 5.383546, -0.829394], [-4.978299, 3.742565, -0.548569], [-5.714257, 1.389021, -0.119896], [-5.064603, -0.984217, 0.309935], [-2.649656, -1.540788, 0.504877], [-0.006461, -5.851793, 4.961375], [0.001315, -4.295306, 5.357721], [-0.001438, -3.613379, 4.214412], [-0.003723, -2.167607, 4.090976], [-0.005259, -1.298919, 5.191274], [-0.004706, 0.058202, 4.967439], [-0.001738, 0.530260, 3.650999], [-0.000541, -0.281252, 2.604993], [-0.002130, -1.613580, 2.810553], [0.000084, -2.478825, 1.617959], [0.000268, -1.890182, 0.393020], [0.002015, -2.641828, -0.710201], [0.004709, -4.032873, -0.652065], [0.005516, -4.652939, 0.579392], [0.002501, -3.870414, 1.740856], [0.001755, -4.434332, 3.076417], [0.005933, -5.735319, 3.361551], [-0.006876, -1.710461, 6.192068], [-0.005621, 0.761998, 5.787564], [0.000106, 1.594396, 3.446151], [0.002410, -2.117879, -1.657332], [0.006196, -4.599179, -1.572324], [0.007960, -5.731434, 0.672408]], "forces_ev_per_a": [[0.0, 0.3, -0.1], [-0.1, 0.0, 0.0], [0.0, 0.0, 0.0], [0.0, 0.0, 0.1], [0.0, 0.1, 0.0], [0.0, 0.0, 0.0], [0.0, 0.0, 0.0], [0.0, 0.0, 0.0], [0.1, -0.1, 0.0], [0.0, -0.1, 0.0], [0.1, 0.1, -0.1], [0.0, -0.2, 0.1], [-0.1, 0.1, -0.1], [0.0, -0.1, 0.0], [-0.1, -0.1, 0.0], [0.0, 0.0, 0.0], [0.0, 0.0, 0.0], [0.0, 0.0, 0.0], [0.1, 0.0, 0.0], [0.0, 0.0, 0.0], [0.0, 0.0, 0.1], [0.0, 0.1, 0.0], [0.0, 0.0, 0.0], [0.0, 0.0, 0.0], [0.0, 0.0, 0.0], [0.0, 0.0, 0.0], [0.0, 0.0, 0.0], [0.0, 0.0, 0.0], [0.0, 0.0, 0.0], [0.0, 0.0, 0.0], [0.0, 0.0, 0.0], [0.0, 0.0, 0.0], [0.0, 0.0, 0.0], [0.0, 0.0, 0.0], [0.1, 0.0, 0.0], [-0.1, 0.1, -0.2], [0.0, 0.1, 0.3], [0.0, 0.0, 0.2], [0.0, 0.0, -0.1], [0.0, 0.0, -0.1], [0.0, 0.0, 0.1], [0.0, -0.2, 0.0], [0.0, -0.2, -0.4], [0.0, 0.2, 0.2], [0.0, -0.1, 0.2], [0.0, -0.1, 0.1], [0.0, 0.1, 0.0], [0.0, 0.1, 0.0], [0.0, -0.1, -0.1], [0.0, -0.3, -0.2], [-0.1, 0.2, -0.1], [0.0, 0.0, 0.0], [0.0, 0.0, 0.0], [0.0, 0.0, 0.0], [0.0, 0.0, 0.0], [0.0, 0.0, 0.0], [0.0, 0.0, 0.0]], "nbo_charge": [1.081, -0.226, 0.133, -0.461, 0.272, -0.143, -0.037, 0.013, -0.212, -0.069, 0.071, -0.304, 0.072, -0.069, -0.209, 0.005, -0.143, -0.025, -0.238, 0.136, -0.461, 0.272, 0.274, 0.234, 0.266, 0.262, 0.274, 0.232, 0.232, 0.274, 0.263, 0.264, 0.276, 0.234, 1.082, -0.572, 0.103, -0.069, -0.081, -0.219, 0.078, -0.513, 0.213, 0.130, -0.477, 0.060, -0.227, -0.082, 0.014, 0.065, -0.574, 0.271, 0.263, 0.212, 0.234, 0.270, 0.274], "e_above_lowest_ev": 0.0000, "homo_energy_ev": [-16.60, -16.60], "charge": 3}



(2)
{"formula": "C19H44F3N8O3P2", "method": "the ωB97M-V functional and the def2-TZVPD basis", "species": ["C", "O", "C", "N", "C", "C", "C", "C", "F", "F", "F", "C", "N", "H", "H", "H", "H", "H", "H", "H", "H", "O", "P", "N", "C", "C", "N", "C", "C", "N", "C", "C", "H", "H", "H", "H", "H", "H", "H", "H", "H", "H", "H", "H", "H", "H", "H", "H", "H", "H", "O", "P", "N", "C", "C", "N", "C", "C", "N", "C", "C", "H", "H", "H", "H", "H", "H", "H", "H", "H", "H", "H", "H", "H", "H", "H", "H", "H", "H"], "xyz": [[2.672333, 2.141208, -0.182499], [3.720857, 2.914657, 0.500322], [4.590983, 2.070302, 1.333050], [5.588084, 1.402132, 0.355656], [6.664501, 2.332331, -0.142698], [7.777897, 1.699884, -1.219574], [7.542792, 0.098582, -1.645392], [8.474904, -0.723009, -2.715162], [8.332852, -0.100177, -4.078968], [7.926281, -2.120707, -2.875931], [9.919233, -0.802991, -2.334267], [6.238307, -0.604334, -0.867275], [5.342463, 0.088450, 0.101167], [2.509340, 2.586932, -1.277368], [2.900588, 1.001355, -0.316576], [1.652912, 2.210802, 0.428732], [5.236233, 2.770745, 2.035200], [4.034066, 1.290979, 2.005716], [6.765906, 3.470046, 0.175920], [8.674334, 2.322644, -1.657769], [6.027239, -1.747402, -1.123674], [-0.964519, 2.316431, 0.750995], [-1.993301, 2.848480, 1.778650], [-2.642516, 1.306048, 2.089713], [-3.722526, 0.649924, 1.384977], [-1.687690, 0.323312, 2.600016], [-2.842631, 3.741169, 0.592329], [-4.042364, 3.298663, -0.101781], [-2.006669, 4.492134, -0.346387], [-3.175962, 3.460108, 2.960015], [-3.807965, 2.716549, 4.036699], [-3.499536, 4.881940, 3.004094], [-4.079322, -0.223890, 1.941400], [-3.426116, 0.321525, 0.385834], [-4.608406, 1.280818, 1.324292], [-1.188193, 0.714428, 3.489111], [-0.928443, 0.063089, 1.857304], [-2.178491, -0.610974, 2.911811], [-3.864388, 2.399560, -0.688213], [-4.413403, 4.066793, -0.792563], [-4.862827, 3.147131, 0.602525], [-1.646340, 3.854304, -1.166840], [-1.133779, 4.913968, 0.168790], [-2.547821, 5.337140, -0.776716], [-4.730179, 2.240099, 3.684998], [-4.085667, 3.356972, 4.882328], [-3.147261, 1.956750, 4.460331], [-4.471805, 5.063285, 2.525850], [-2.745681, 5.484930, 2.491623], [-3.546554, 5.267990, 4.026123], [-0.627412, -2.342233, 0.681444], [-1.490855, -2.798739, -0.520059], [-1.366030, -4.448913, -0.121710], [-0.337795, -5.377291, -0.539349], [-1.879019, -4.807871, 1.199601], [-0.335397, -2.263067, -1.661806], [0.668934, -3.096980, -2.304353], [0.247667, -0.946740, -1.394813], [-2.483448, -3.323527, -1.901275], [-3.243914, -4.556140, -2.019235], [-2.718362, -2.418164, -3.020821], [-0.634147, -6.410755, -0.328196], [0.617652, -5.187510, -0.044280], [-0.206058, -5.375723, -1.620615], [-2.910938, -4.465918, 1.305300], [-1.281254, -4.372693, 2.005261], [-1.900865, -5.896948, 1.355882], [1.358992, -3.530580, -1.583399], [1.269540, -2.522398, -3.021293], [0.196978, -3.875406, -2.907243], [1.075020, -1.009622, -0.672772], [-0.511203, -0.265429, -0.988343], [0.620706, -0.481212, -2.309248], [-2.621230, -5.352916, -2.441834], [-4.113592, -4.451187, -2.678774], [-3.651832, -4.885792, -1.060996], [-2.084754, -2.698871, -3.873262], [-2.499328, -1.380764, -2.755592], [-3.759802, -2.427714, -3.354134]], "forces_ev_per_a": [[-2.1, -0.6, -0.9], [1.2, -2.5, 1.2], [-0.8, 1.7, 0.3], [2.8, 1.7, -0.9], [1.2, -4.2, -2.5], [-3.3, -3.2, 1.2], [-2.5, 3.0, 3.4], [0.3, -1.4, -1.9], [0.8, -2.0, 4.9], [2.1, 4.8, 0.8], [-5.4, 0.4, -1.5], [1.4, 2.4, -0.3], [4.4, -0.1, -3.6], [0.5, -0.8, 2.6], [-0.1, 2.1, 0.4], [2.1, 0.0, -1.3], [-1.4, -1.4, -1.6], [1.1, 1.1, -1.7], [-0.7, -2.8, -0.5], [-2.1, -1.3, 1.1], [0.3, 2.9, 0.9], [2.7, 1.8, 2.6], [-5.3, -3.1, -3.9], [-0.3, -1.8, 1.5], [-0.4, 0.5, 0.2], [0.3, 0.0, -0.2], [0.0, 2.0, -0.9], [-0.4, 0.4, 0.7], [0.5, -0.3, 0.2], [1.6, 1.0, 0.0], [0.4, -0.4, 0.8], [0.3, 0.6, 0.0], [0.4, 0.0, 0.1], [-0.1, -0.1, -0.3], [0.1, 0.1, -0.2], [0.2, 0.1, 0.1], [0.0, -0.1, 0.1], [-0.1, 0.4, -0.2], [-0.1, -0.3, -0.1], [0.4, 0.1, 0.2], [0.0, -0.2, 0.0], [0.1, 0.1, 0.0], [-0.1, -0.2, -0.2], [-0.2, -0.1, 0.1], [0.2, -0.1, -0.1], [0.1, 0.2, -0.3], [-0.2, 0.0, -0.3], [0.2, -0.1, 0.0], [-0.3, -0.2, -0.1], [0.0, -0.2, 0.0], [-3.5, 2.0, 0.6], [5.4, -4.2, -1.7], [-1.1, -2.1, 0.8], [-0.2, 0.1, -0.6], [0.1, 0.2, 0.2], [0.8, 1.8, -1.3], [-0.8, -0.1, -0.5], [-0.4, 0.0, 0.6], [-0.5, 1.7, 0.7], [-0.8, -0.3, 0.5], [-0.2, 0.6, -0.1], [-0.1, 0.2, 0.3], [0.3, 0.0, 0.0], [0.2, 0.2, 0.1], [-0.1, 0.1, 0.1], [0.0, 0.0, 0.1], [0.1, 0.3, -0.4], [0.2, -0.2, 0.1], [-0.3, 0.2, 0.2], [0.1, -0.2, 0.2], [0.0, 0.1, 0.1], [0.3, -0.1, 0.1], [0.0, -0.2, -0.2], [0.1, 0.1, 0.2], [0.2, 0.3, 0.0], [0.3, -0.1, -0.1], [-0.1, 0.0, 0.2], [0.2, -0.3, -0.1], [0.0, -0.2, 0.1]], "mulliken_charge": [-0.265, -0.334, -0.482, 0.586, 0.150, -0.490, 0.159, 0.688, -0.196, -0.237, -0.183, -0.149, -0.564, 0.246, 0.120, 0.162, 0.354, 0.301, 0.380, 0.355, 0.386, -0.753, 0.775, 0.585, -1.130, -1.205, 0.185, -1.036, -1.048, 0.011, -0.923, -1.025, 0.436, 0.113, 0.357, 0.367, 0.232, 0.386, 0.251, 0.386, 0.246, 0.262, 0.324, 0.369, 0.240, 0.361, 0.283, 0.288, 0.298, 0.411, -0.952, 1.179, 0.305, -1.181, -1.119, 0.224, -1.176, -1.084, 0.079, -0.970, -1.037, 0.375, 0.284, 0.321, 0.350, 0.248, 0.341, 0.322, 0.363, 0.272, 0.310, 0.196, 0.441, 0.244, 0.361, 0.291, 0.289, 0.264, 0.425], "homo_energy_ev": -9.32, "charge": 1}



(3)
{"formula": "C5H11Br6N3O6", "method": "the ωB97M-V functional and the def2-TZVPD basis", "species": ["C", "N", "O", "O", "H", "H", "H", "C", "N", "O", "O", "H", "H", "H", "C", "N", "O", "O", "H", "H", "H", "C", "Br", "Br", "Br", "H", "C", "Br", "Br", "Br", "H"], "xyz": [[-2.945880, 27.788880, 24.012330], [-3.299100, 26.643590, 24.943860], [-3.453190, 26.915300, 26.150240], [-3.198340, 25.544270, 24.381310], [-3.350890, 28.712340, 24.426200], [-3.277660, 27.496490, 23.016070], [-1.866770, 27.829840, 24.160420], [5.009220, 33.770230, 25.910230], [4.610770, 35.193310, 26.031230], [4.818420, 35.745910, 27.104850], [4.140740, 35.716740, 25.050920], [4.801270, 33.434060, 24.894430], [4.336070, 33.271250, 26.607350], [6.071290, 33.664230, 26.131290], [-6.038740, 31.111930, 19.836980], [-5.178570, 30.659140, 18.688190], [-5.684540, 30.691460, 17.620820], [-4.094500, 30.148640, 18.982060], [-6.995860, 31.505020, 19.494200], [-5.492790, 31.889860, 20.370700], [-6.201360, 30.253850, 20.489180], [0.842010, 33.002210, 20.311070], [-0.066110, 34.699390, 19.602570], [0.160260, 32.306170, 22.079810], [2.749440, 33.248290, 20.231800], [0.590030, 32.245990, 19.567610], [0.067100, 29.610900, 14.665940], [-0.166310, 27.898350, 13.648820], [-0.038800, 31.218020, 13.361940], [1.806340, 29.601010, 15.667340], [-0.765610, 29.642570, 15.368570]], "forces_ev_per_a": [[-0.2, -0.2, 1.1], [0.9, 0.1, 0.1], [0.0, -1.2, -2.4], [-0.7, 1.2, 1.8], [-0.2, -0.2, -0.3], [0.3, 0.3, 0.2], [0.0, 0.0, -0.6], [-0.4, -0.3, -0.2], [0.8, 0.6, 0.4], [-0.2, -0.5, -0.6], [-0.3, 0.3, -0.2], [0.0, 0.2, 0.2], [0.5, -0.3, 0.1], [-0.3, 0.1, 0.3], [0.2, 0.4, 0.5], [0.4, -1.2, 2.6], [-0.3, 0.2, -2.2], [-0.8, 0.8, -0.4], [0.3, -0.2, -0.3], [0.0, -0.2, 0.0], [0.2, 0.1, -0.1], [-0.7, 0.5, -0.2], [0.6, -1.5, 0.9], [0.6, 0.9, -1.5], [-0.4, -0.1, 0.3], [0.0, 0.2, 0.4], [0.8, 0.0, -1.2], [0.2, 1.3, 0.7], [0.1, -1.7, 1.5], [-1.5, 0.1, -0.8], [0.3, 0.3, -0.2]], "nbo_charge": [-0.479, 0.522, -0.371, -0.370, 0.226, 0.238, 0.235, -0.486, 0.530, -0.385, -0.362, 0.231, 0.235, 0.238, -0.492, 0.541, -0.340, -0.406, 0.231, 0.232, 0.234, -0.441, 0.046, 0.063, 0.115, 0.217, -0.410, 0.071, 0.047, 0.074, 0.218], "e_above_lowest_ev": 1.5780, "homo_energy_ev": -10.48}



(4)
{"formula": "C5H7BO3S", "method": "the ωB97M-V functional and the def2-TZVPD basis", "species": ["B", "C", "C", "C", "C", "C", "O", "O", "O", "S", "H", "H", "H", "H", "H", "H", "H"], "xyz": [[-0.789830, -1.559924, -0.642735], [0.268604, 2.368650, -0.458290], [-0.733117, 2.391799, -1.473090], [-0.621065, -0.124325, -0.794395], [0.613506, 1.201263, 0.095598], [1.416811, -0.195842, 1.845822], [-1.428393, -2.294580, -1.569054], [-0.282447, -2.126078, 0.592424], [1.617228, 0.802582, 0.792013], [-1.474939, 0.907534, -1.780255], [0.649359, 3.137977, 0.053655], [-1.287226, 3.241722, -1.812656], [0.396113, -0.347512, 2.140300], [2.183287, 0.017955, 2.556334], [1.701250, -1.123966, 1.323557], [-1.643742, -3.264194, -1.418210], [-0.585397, -3.033060, 0.548982]], "forces_ev_per_a": [[0.9, -1.4, 2.7], [-1.8, -2.1, -1.8], [-0.1, -1.1, 1.0], [2.9, 5.6, 1.0], [-3.9, -4.9, -2.7], [1.1, -1.1, -2.4], [-1.2, -2.6, -0.8], [-1.0, 0.1, -1.9], [0.3, 0.6, 1.3], [0.8, 0.3, 0.5], [1.4, 3.5, 1.1], [0.2, 0.4, -0.2], [-0.4, 0.6, 0.4], [0.0, 0.3, 0.9], [-0.1, 0.2, 0.6], [0.6, 2.0, -0.1], [0.2, -0.5, 0.5]], "nbo_charge": [1.009, -0.396, -0.463, -0.804, 0.476, -0.255, -0.889, -0.893, -0.500, 0.663, 0.233, 0.236, 0.217, 0.195, 0.209, 0.496, 0.466], "e_above_lowest_ev": 3.6313, "homo_energy_ev": -7.39}



no.,E_tot (hartree)
1,-2062.508417
2,-2395.605212
3,-16256.544179
4,-843.434496